1.
{"formula": "C24H25NO4", "method": "ωB97M-V with the def2-TZVPD basis set", "species": ["C", "O", "C", "C", "C", "C", "C", "C", "N", "C", "C", "O", "C", "O", "C", "C", "C", "C", "C", "O", "C", "C", "C", "C", "C", "C", "C", "C", "C", "H", "H", "H", "H", "H", "H", "H", "H", "H", "H", "H", "H", "H", "H", "H", "H", "H", "H", "H", "H", "H", "H", "H", "H", "H"], "coordinates": [[-1.1396, -3.5532, -0.6366], [0.2078, -3.1462, -0.7143], [0.6959, -2.3158, 0.2447], [-0.0721, -1.6736, 1.2077], [0.5491, -0.8683, 2.1493], [1.9217, -0.7200, 2.1647], [2.7034, -1.3640, 1.2079], [4.2153, -1.2804, 1.2528], [4.8291, 0.0322, 1.2390], [4.6141, 0.8277, 0.0535], [3.3662, 1.7271, 0.0921], [3.6410, 2.7782, 0.9932], [3.0375, 2.2520, -1.3200], [2.3417, 1.2842, -2.0717], [1.0487, 1.0088, -1.7693], [0.4951, -0.0962, -2.4241], [-0.8125, -0.4499, -2.2049], [-1.6159, 0.2727, -1.3152], [-3.0111, -0.1680, -1.1128], [-3.5381, -0.9782, -1.8552], [-3.7694, 0.4035, 0.0346], [-5.1055, 0.7426, -0.1649], [-5.8618, 1.2489, 0.8751], [-5.2992, 1.3970, 2.1324], [-3.9793, 1.0343, 2.3459], [-3.2134, 0.5438, 1.3036], [-1.0725, 1.3947, -0.6954], [0.2424, 1.7552, -0.9107], [2.0800, -2.1352, 0.2448], [-1.2699, -4.2854, -1.4318], [-1.3566, -4.0243, 0.3274], [-1.8327, -2.7240, -0.7989], [-1.1422, -1.8056, 1.2370], [-0.0512, -0.3706, 2.8982], [2.3922, -0.1167, 2.9282], [4.5573, -1.7745, 2.1694], [4.6261, -1.8348, 0.4037], [4.5862, 0.5739, 2.0606], [5.4790, 1.4896, -0.0673], [4.5478, 0.1651, -0.8115], [2.5051, 1.1376, 0.4454], [2.8558, 3.3246, 1.1074], [2.4755, 3.1938, -1.2616], [3.9594, 2.4428, -1.8747], [1.1208, -0.6569, -3.0994], [-1.2422, -1.2982, -2.7157], [-5.5339, 0.6088, -1.1471], [-6.8935, 1.5211, 0.7083], [-5.8907, 1.7863, 2.9480], [-3.5449, 1.1333, 3.3301], [-2.1899, 0.2484, 1.4791], [-1.6838, 2.0116, -0.0541], [0.6210, 2.6340, -0.4123], [2.6561, -2.6463, -0.5112]], "forces_ev_per_angstrom": [[-0.252, -0.074, 0.044], [0.361, 0.161, 0.020], [0.015, -0.005, 0.112], [-0.218, -0.239, -0.286], [0.175, 0.071, 0.118], [-0.029, 0.012, 0.070], [-0.080, -0.093, -0.136], [0.112, -0.039, 0.097], [-0.010, 0.109, 0.279], [-0.341, 0.397, 0.118], [-0.173, -0.535, -0.574], [0.173, 0.293, 0.166], [0.217, 0.304, 0.526], [-0.174, -0.314, -0.151], [-0.287, -0.110, -0.044], [0.150, 0.140, 0.028], [-0.063, 0.084, 0.104], [0.293, 0.035, -0.179], [-0.030, -0.104, -0.114], [0.031, 0.132, 0.103], [-0.360, -0.008, 0.183], [0.129, -0.024, -0.063], [-0.067, 0.017, -0.006], [0.001, 0.005, 0.047], [-0.008, 0.017, 0.131], [-0.039, -0.054, -0.125], [-0.168, -0.227, -0.134], [0.408, 0.207, -0.024], [-0.059, -0.003, 0.025], [-0.052, 0.049, 0.055], [0.020, 0.025, -0.023], [0.019, -0.006, 0.001], [-0.110, -0.023, -0.028], [-0.061, 0.030, 0.066], [0.043, 0.088, 0.083], [-0.016, -0.067, -0.141], [-0.031, -0.079, 0.099], [0.099, -0.067, 0.012], [-0.071, 0.022, -0.217], [0.026, 0.024, -0.051], [0.200, 0.115, -0.110], [0.017, -0.091, 0.018], [0.056, -0.090, -0.031], [-0.087, 0.052, 0.034], [0.089, -0.093, -0.080], [-0.025, -0.075, -0.027], [-0.037, -0.032, -0.074], [-0.077, 0.028, -0.017], [-0.043, 0.033, 0.061], [0.029, -0.003, 0.074], [0.111, 0.012, 0.003], [0.002, 0.018, 0.047], [0.081, 0.057, 0.026], [0.112, -0.083, -0.112]], "multiplicity": 1, "gap_ha": 0.316, "largest_force_ev_per_a": 0.8, "smiles": "COc1cccc(CNC[C@@H](O)COc2ccc(C(=O)c3ccccc3)cc2)c1", "e_lumo_ev": 0.12, "relative_energy_kcal_mol": 33.05}

=====

2.
{"formula": "C24H25NO6S", "method": "ωB97M-V with the def2-TZVPD basis set", "species": ["C", "C", "C", "C", "O", "C", "C", "O", "N", "C", "C", "S", "C", "C", "C", "C", "C", "C", "C", "C", "O", "O", "C", "C", "C", "C", "C", "C", "O", "O", "C", "C", "H", "H", "H", "H", "H", "H", "H", "H", "H", "H", "H", "H", "H", "H", "H", "H", "H", "H", "H", "H", "H", "H", "H", "H", "H"], "coordinates": [[2.6164, 3.2985, 0.0339], [2.5765, 1.8570, 0.4278], [1.5360, 1.3797, 1.2236], [1.4460, 0.0488, 1.5888], [0.4533, -0.4197, 2.4037], [-0.4203, 0.5018, 3.0166], [-1.4984, 1.0193, 2.0564], [-1.6835, 2.1962, 1.8341], [-2.1976, 0.0279, 1.4692], [-3.3522, 0.2929, 0.6474], [-3.1287, -0.1491, -0.8127], [-3.9934, 0.9276, -1.9866], [-2.7785, 2.3088, -2.0502], [-1.5096, 1.8430, -2.6798], [-1.4520, 1.6218, -4.0520], [-0.3008, 1.1274, -4.6345], [0.8037, 0.8342, -3.8503], [0.7549, 1.0478, -2.4842], [-0.3953, 1.5530, -1.9004], [-4.5513, -0.4570, 1.2083], [-4.4577, -1.4294, 1.9096], [-5.6998, 0.0653, 0.8055], [2.4102, -0.8865, 1.1307], [2.4251, -2.3057, 1.4160], [1.3349, -2.9213, 2.2342], [3.4377, -3.0732, 0.9289], [3.5674, -4.5483, 1.1679], [4.4988, -2.5011, 0.1103], [5.4260, -3.1174, -0.3597], [4.4330, -1.1650, -0.1502], [3.4497, -0.3775, 0.3334], [3.5375, 0.9690, -0.0086], [3.6319, 3.6092, -0.1956], [2.0046, 3.4516, -0.8560], [2.2182, 3.9287, 0.8252], [0.7897, 2.0867, 1.5474], [-0.9102, -0.0588, 3.8195], [0.1193, 1.3494, 3.4527], [-2.0636, -0.9284, 1.7658], [-3.5411, 1.3713, 0.6862], [-3.4969, -1.1606, -0.9809], [-2.0646, -0.1140, -1.0525], [-3.2742, 3.0737, -2.6455], [-2.6266, 2.6713, -1.0338], [-2.3219, 1.8334, -4.6565], [-0.2656, 0.9638, -5.7013], [1.7010, 0.4394, -4.3025], [1.6112, 0.8172, -1.8681], [-0.4210, 1.7360, -0.8348], [-6.4579, -0.4496, 1.1269], [1.3246, -2.4863, 3.2312], [0.3683, -2.7215, 1.7774], [1.4669, -3.9937, 2.3205], [2.7200, -5.0911, 0.7514], [4.4748, -4.8964, 0.6805], [3.6356, -4.7698, 2.2318], [4.3655, 1.2871, -0.6213]], "forces_ev_per_angstrom": [[-0.023, -0.006, -0.046], [0.176, -0.370, 0.046], [-0.223, 0.016, 0.163], [0.295, 0.120, -0.246], [0.176, -0.119, -0.090], [-0.053, 0.317, 0.194], [0.356, -0.367, 0.039], [-0.033, 0.471, 0.075], [-0.329, -0.396, -0.013], [-0.008, 0.136, -0.057], [-0.281, 0.461, -0.280], [0.016, 0.053, -0.048], [-0.360, -0.485, 0.115], [0.169, 0.056, 0.018], [0.067, 0.040, 0.052], [-0.061, 0.006, -0.080], [0.105, -0.035, 0.030], [0.108, -0.076, -0.018], [-0.083, 0.133, -0.092], [0.377, -0.079, 0.297], [0.002, -0.153, 0.059], [-0.532, 0.397, -0.334], [0.179, 0.337, -0.217], [0.422, -0.432, -0.161], [0.058, -0.215, 0.020], [-0.415, 0.155, 0.233], [0.083, 0.001, -0.058], [0.386, -0.387, -0.168], [-0.292, 0.323, 0.120], [0.152, 0.107, -0.119], [-0.680, 0.378, 0.352], [0.029, -0.104, 0.033], [0.056, 0.074, -0.023], [-0.039, 0.065, -0.070], [-0.009, 0.083, 0.033], [-0.131, 0.067, 0.084], [0.072, 0.093, -0.074], [-0.114, -0.089, -0.123], [0.047, 0.091, 0.066], [0.043, -0.237, -0.018], [0.089, -0.054, -0.022], [-0.045, -0.128, 0.102], [0.003, 0.069, 0.061], [0.051, 0.143, -0.026], [-0.094, 0.011, -0.088], [0.005, -0.012, -0.096], [0.083, -0.036, -0.048], [0.081, -0.023, 0.056], [-0.042, 0.025, 0.147], [0.307, -0.120, 0.082], [-0.080, -0.028, 0.045], [-0.065, -0.028, 0.050], [0.014, -0.058, -0.004], [-0.047, -0.086, 0.021], [-0.062, -0.077, 0.056], [-0.027, -0.078, 0.058], [0.122, 0.052, -0.086]], "multiplicity": 1, "gap_ha": 0.321, "largest_force_ev_per_a": 0.9, "smiles": "Cc1cc(OCC(=O)N[C@@H](CSCc2ccccc2)C(=O)O)c2c(C)c(C)c(=O)oc2c1", "e_lumo_ev": 0.27, "relative_energy_kcal_mol": 4.55}

=====

3.
{"formula": "C24H25NO8", "method": "ωB97M-V with the def2-TZVPD basis set", "species": ["C", "O", "C", "C", "C", "C", "O", "N", "C", "C", "O", "O", "C", "C", "C", "C", "O", "O", "C", "C", "C", "C", "C", "C", "C", "C", "C", "C", "O", "C", "C", "O", "C", "H", "H", "H", "H", "H", "H", "H", "H", "H", "H", "H", "H", "H", "H", "H", "H", "H", "H", "H", "H", "H", "H", "H", "H", "H"], "coordinates": [[3.3688, 2.7217, 1.7359], [3.4652, 1.4197, 1.2066], [2.3608, 0.6227, 1.2805], [1.1006, 1.0698, 1.6199], [0.0230, 0.1902, 1.6423], [-1.2977, 0.7943, 1.9444], [-1.5020, 1.9885, 1.8344], [-2.2679, -0.0542, 2.3995], [-3.6588, 0.3532, 2.3622], [-4.0974, 0.0044, 0.9455], [-4.5207, -1.0699, 0.6082], [-3.7906, 0.9988, 0.1152], [-3.7070, 0.6768, -1.2753], [-2.3629, 0.0452, -1.5411], [-2.2693, -1.2900, -1.7216], [-0.9924, -1.9465, -1.9156], [-0.8317, -3.1439, -1.9842], [0.1022, -1.1473, -2.0168], [0.0480, 0.1961, -1.8266], [1.2510, 0.9026, -1.9327], [2.5132, 0.1950, -2.3147], [1.2437, 2.2720, -1.6831], [2.5107, 3.0560, -1.8049], [0.0522, 2.9043, -1.3248], [-1.1348, 2.2169, -1.2604], [-1.1652, 0.8451, -1.5328], [0.2250, -1.1505, 1.3363], [1.4939, -1.6295, 1.0236], [1.7586, -2.9486, 0.7932], [0.7119, -3.8931, 0.8322], [2.5778, -0.7357, 0.9679], [3.8666, -1.0193, 0.6440], [4.2389, -2.2694, 0.1053], [4.3685, 3.1456, 1.6525], [3.0688, 2.7024, 2.7879], [2.6630, 3.3390, 1.1723], [0.9041, 2.1020, 1.8550], [-2.0952, -1.0470, 2.3879], [-4.2354, -0.1940, 3.1069], [-3.6961, 1.4309, 2.5254], [-3.8298, 1.6170, -1.8140], [-4.5095, -0.0201, -1.5368], [-3.1340, -1.9346, -1.7075], [2.9181, 0.6185, -3.2334], [3.2646, 0.3089, -1.5354], [2.3215, -0.8616, -2.4713], [2.3589, 4.0899, -1.5061], [2.8628, 3.0431, -2.8363], [3.2928, 2.6159, -1.1890], [0.0628, 3.9610, -1.1031], [-2.0383, 2.7269, -0.9720], [-0.6048, -1.8393, 1.3071], [1.1998, -4.8580, 0.7029], [0.1924, -3.8807, 1.7956], [0.0011, -3.7469, 0.0150], [5.2802, -2.1453, -0.1928], [3.6376, -2.5298, -0.7673], [4.1649, -3.0680, 0.8453]], "forces_ev_per_angstrom": [[-0.017, 0.198, 0.075], [-0.139, -0.412, -0.093], [0.082, -0.243, -0.018], [-0.117, 0.017, 0.061], [0.594, -0.012, -0.206], [-0.059, 0.044, 0.221], [0.008, 0.126, 0.041], [-0.066, -0.260, 0.122], [-0.006, 0.110, -0.284], [-0.208, -0.311, 0.582], [-0.060, -0.006, -0.070], [0.057, 0.566, -0.153], [-0.137, -0.390, -0.276], [-0.189, -0.518, 0.090], [-0.199, 0.487, 0.002], [-0.025, -0.572, 0.015], [-0.044, 0.349, -0.067], [0.143, -0.162, -0.130], [-0.160, 0.970, 0.208], [-0.223, -0.233, -0.016], [-0.045, -0.038, 0.008], [-0.301, -0.119, 0.023], [0.003, -0.027, -0.002], [0.046, 0.065, -0.046], [0.050, -0.300, -0.116], [0.524, -0.004, -0.116], [-0.121, 0.042, 0.055], [0.161, -0.041, 0.038], [0.235, 0.456, -0.001], [-0.245, -0.180, -0.021], [0.135, 0.154, -0.067], [-0.375, 0.243, 0.289], [0.272, -0.417, -0.208], [-0.085, 0.021, 0.012], [-0.013, -0.006, -0.036], [0.008, -0.002, 0.009], [0.023, 0.130, -0.017], [0.071, 0.099, 0.020], [0.001, 0.050, -0.145], [-0.063, -0.159, 0.055], [-0.001, -0.104, 0.086], [0.143, 0.177, -0.024], [-0.061, -0.028, 0.016], [0.082, -0.007, -0.073], [0.134, -0.026, 0.050], [0.120, -0.052, -0.024], [0.021, 0.071, 0.012], [0.091, 0.042, -0.069], [0.129, 0.008, 0.049], [0.018, 0.122, 0.029], [-0.122, 0.068, 0.055], [-0.062, -0.111, -0.010], [-0.084, 0.022, 0.027], [0.041, 0.011, 0.005], [0.051, 0.024, 0.086], [-0.068, -0.019, 0.002], [0.040, 0.013, 0.040], [0.015, 0.075, -0.094]], "multiplicity": 1, "gap_ha": 0.295, "largest_force_ev_per_a": 1.0, "smiles": "COc1cc(C(=O)NCC(=O)OCc2cc(=O)oc3c(C)c(C)ccc23)cc(OC)c1OC", "e_lumo_ev": -0.05, "relative_energy_kcal_mol": 0.00}

=====

4.
{"formula": "C24H26AuClF2N4O2", "method": "ωB97M-V with the def2-TZVPD basis set", "species": ["Au", "N", "C", "C", "C", "N", "C", "C", "N", "C", "H", "H", "H", "H", "H", "H", "H", "H", "H", "H", "H", "H", "H", "H", "H", "H", "F", "C", "C", "C", "C", "C", "F", "C", "C", "C", "C", "C", "C", "N", "H", "H", "H", "H", "H", "H", "Cl", "C", "C", "C", "C", "C", "C", "C", "O", "O", "H", "H", "H", "H"], "coordinates": [[-0.0764, 0.0036, -1.8144], [2.7566, 3.1936, 1.7839], [1.8569, 2.0388, 1.3558], [2.6409, 0.9508, 0.6308], [2.8913, 1.1942, -0.8809], [2.2031, 0.1551, -1.6795], [2.4418, 2.5747, -1.3533], [1.0212, 2.9547, -0.9235], [0.0407, 2.3245, -1.8322], [0.6804, 2.5193, 0.5235], [3.5073, 2.8584, 2.3914], [2.2234, 3.8893, 2.3104], [3.1758, 3.6580, 0.9814], [1.4729, 1.6298, 2.2912], [2.0211, 0.0586, 0.7386], [3.5845, 0.7537, 1.1450], [3.9641, 1.1152, -1.0711], [2.4674, -0.7611, -1.3238], [2.5176, 0.1961, -2.6469], [2.5064, 2.6202, -2.4443], [3.1571, 3.3214, -1.0019], [0.9287, 4.0409, -1.0109], [0.1746, 2.6243, -2.7951], [-0.9008, 2.6014, -1.5642], [0.0385, 1.6373, 0.4632], [0.1196, 3.2976, 1.0459], [-5.1305, 1.6994, -2.0113], [-4.3171, 0.6550, -2.0537], [-2.9488, 0.8835, -2.0164], [-2.1064, -0.1948, -2.0536], [-2.5668, -1.5096, -2.1389], [-3.9516, -1.6764, -2.2004], [-4.4803, -2.8898, -2.3148], [-4.8359, -0.6170, -2.1454], [-1.5721, -2.5742, -2.1510], [-1.8334, -3.9434, -2.1100], [-0.7856, -4.8443, -2.1774], [0.5181, -4.3809, -2.2981], [0.7169, -3.0176, -2.3083], [-0.2933, -2.1553, -2.2221], [-2.5998, 1.9077, -1.9822], [-5.9024, -0.7925, -2.1719], [-2.8433, -4.3025, -2.0268], [-0.9869, -5.9063, -2.1422], [1.3585, -5.0539, -2.3803], [1.7122, -2.6001, -2.3950], [0.5059, -0.4744, 7.0480], [0.0865, -0.6144, 5.3806], [0.8243, -1.4541, 4.5569], [0.5153, -1.5334, 3.2068], [-0.5531, -0.8075, 2.6985], [-1.3022, 0.0168, 3.5263], [-0.9794, 0.1151, 4.8729], [-0.8667, -0.8446, 1.1960], [-1.9327, -1.2675, 0.7892], [0.1217, -0.3547, 0.5197], [1.6311, -2.0478, 4.9656], [1.0935, -2.1795, 2.5577], [-2.1522, 0.5593, 3.1313], [-1.5582, 0.7496, 5.5312]], "forces_ev_per_angstrom": [[-0.368, -0.415, -0.372], [-0.128, -0.053, 0.097], [-0.288, -0.414, -0.258], [0.370, 0.112, -0.086], [0.020, 0.299, 0.349], [-0.542, -0.479, -0.161], [-0.195, -0.223, -0.061], [0.360, -0.079, 0.417], [-0.551, -1.087, -0.140], [0.048, 0.387, -0.143], [0.054, 0.002, -0.008], [-0.001, 0.033, 0.012], [0.127, 0.110, -0.012], [0.013, -0.022, 0.017], [0.038, 0.070, 0.125], [0.030, 0.019, -0.027], [-0.038, -0.057, -0.060], [0.065, 0.033, -0.003], [0.126, -0.014, 0.047], [0.092, 0.097, -0.001], [-0.010, 0.056, -0.028], [-0.102, -0.051, -0.117], [-0.006, 0.043, 0.008], [0.077, 0.075, -0.028], [0.013, 0.050, 0.190], [0.000, 0.026, -0.023], [-0.053, 0.062, -0.003], [0.016, -0.294, -0.049], [0.452, 0.430, 0.012], [0.476, 0.088, 0.216], [0.166, -0.170, -0.066], [0.060, 0.304, 0.026], [0.111, -0.148, 0.034], [-0.107, 0.084, 0.027], [-0.289, -0.373, -0.005], [0.152, 0.020, -0.044], [-0.023, 0.080, 0.005], [-0.041, 0.120, -0.012], [0.346, -0.113, 0.095], [-0.095, 1.525, 0.167], [-0.201, -0.048, 0.031], [0.010, 0.011, -0.034], [-0.090, 0.044, 0.015], [-0.005, 0.001, -0.006], [0.013, 0.019, -0.005], [-0.026, -0.027, 0.002], [0.001, -0.004, 0.111], [-0.037, -0.016, -0.203], [0.111, -0.071, -0.054], [-0.060, 0.107, 0.193], [-0.214, 0.087, -0.861], [0.051, -0.202, 0.172], [-0.032, 0.128, 0.069], [0.052, -0.221, 1.535], [0.188, 0.211, -0.463], [-0.140, -0.150, -0.729], [-0.006, 0.052, 0.067], [-0.003, -0.019, 0.006], [-0.011, -0.020, -0.003], [0.024, -0.016, 0.020]], "multiplicity": 1, "gap_ha": 0.205, "largest_force_ev_per_a": 1.6, "total_charge": 2, "e_lumo_ev": -7.41, "relative_energy_kcal_mol": 36.45}